(1)
The following is a quantum chemistry calculation of C4H12NO2P in the gas phase at a distorted geometry, from the Open Molecules 2025 dataset.

Structure (XYZ):
```
20
Properties=species:S:1:pos:R:3:forces:R:3
C -1.0857 2.6207 -0.5585 0.1224 -3.2248 0.1338
N -0.9716 1.5036 0.4982 1.8573 -3.7709 -2.2899
P -0.1961 0.0436 -0.1005 -2.5952 3.4726 3.5357
C -0.5675 -0.8694 -1.5939 -1.9643 1.8555 0.3430
O -0.4524 -1.1180 0.9614 -0.0121 0.3287 -0.6400
C -0.7629 -0.8592 2.3363 2.2698 -0.3055 0.0755
O 1.3832 0.2056 -0.0946 2.5113 -0.5787 -0.5492
C 2.3366 -0.8974 -0.3055 1.4403 -0.6550 0.5179
H -0.6567 3.5180 -0.1304 -0.1673 0.2717 -0.2408
H -2.1762 2.6820 -0.8564 1.3719 0.4066 0.1209
H -0.4353 2.1837 -1.3685 -0.8784 1.6785 -0.0709
H 0.3431 -0.8443 -2.1068 1.3237 -1.1294 -1.0713
H -1.1495 -1.7846 -1.3819 0.7525 0.4526 -0.4044
H -1.1668 -0.1163 -2.1442 -0.2089 -0.6883 -0.0314
H 0.1808 -0.3426 2.8313 -2.1393 -1.1762 -0.6351
H -0.9468 -1.9106 2.6264 0.0394 0.9222 0.9393
H -1.6300 -0.2306 2.3520 -0.3761 0.3556 0.4618
H 1.8818 -1.8580 -0.0857 -0.5718 -0.0700 -0.3139
H 3.2222 -0.9559 0.4411 -1.5970 1.1658 -0.8953
H 2.8498 -0.9702 -1.3199 -1.1782 0.6890 1.0143
```
Forces are in eV/Å.

Output
SMILES   CN=P(C)(OC)OC
HOMO energy   -7.73 eV
Orbital gap   8.5 eV
E   -706.1281 hartree

Here are the Löwdin charges for atoms 1 to 2, given in e:
1 C -0.235
2 N -0.244

---

(2)
The following is a quantum chemistry calculation of a 2-piece molecular cluster, C3H8FN2 overall at a distorted geometry, from the Open Molecules 2025 dataset.

Structure (XYZ):
```
14
Properties=species:S:1:pos:R:3:forces:R:3
C -0.4830 0.1623 -0.5620 -0.8763 -0.9194 0.7801
C -2.3248 1.5382 0.2374 2.0641 1.1085 3.8777
C 2.9931 -1.4214 0.2708 -3.6339 2.0631 0.7329
N -1.3044 0.5289 0.3932 2.5625 -2.4359 -0.9238
N 1.8924 -1.3051 -0.3722 1.1314 1.1182 1.9050
F -0.7476 0.5293 -1.7821 0.0462 0.6419 0.5237
H -2.0763 2.1982 1.1423 -1.0382 -0.2960 -1.6559
H -3.2007 1.0515 0.3558 -3.1754 -1.3150 0.9175
H -2.4259 2.0137 -0.6735 0.8648 1.0404 -1.9049
H 3.7512 -2.1047 0.1510 1.7200 -1.5648 -0.7476
H 2.9980 -0.7540 1.1430 0.7085 -0.2534 -0.2368
H -1.2136 -0.0494 1.3102 -0.1074 1.7863 -1.9844
H 0.4586 -0.5345 -0.4702 -0.7863 0.9714 0.6278
H 1.6831 -1.8531 -1.1438 0.5199 -1.9454 -1.9113
```
Forces are in eV/Å.

Output
Charge   +1
HOMO energy   -14.54 eV
Orbital gap   10.3 eV
E   -328.1462 hartree

Here are the Löwdin charges for atoms 1 to 2, given in e:
1 C -0.061
2 C 0.002

---

(3)
The following is a quantum chemistry calculation of C2H10NO2 as an isolated structure at a distorted geometry, from the Open Molecules 2025 dataset.

Structure (XYZ):
```
15
Properties=species:S:1:pos:R:3:forces:R:3
C -2.3336 -0.0623 -0.9726 0.9679 3.4865 0.7445
C -0.8370 1.6296 0.1437 -3.4140 -2.7428 0.1210
N -1.2682 0.3590 0.0278 4.2994 2.1510 -1.1481
H -1.9639 -0.1674 -1.9967 0.3137 -0.5171 0.4992
H -3.0557 0.7697 -1.0070 0.0151 -0.4443 0.0425
H -2.7346 -0.8722 -0.4806 -1.2126 -2.1202 0.1947
H -1.5091 2.4477 -0.2383 0.9026 -0.8520 0.0310
H -0.0463 1.9346 0.8338 0.0795 -0.5633 -0.3822
H -0.3340 -0.5576 0.3198 -1.9485 1.0614 0.0751
H 3.7029 -0.0465 0.5337 -1.1629 -0.0412 -0.6480
H 3.3277 -0.3962 -0.9172 -0.7420 0.2214 0.8992
O 2.9067 -0.1574 -0.0531 1.8728 -0.1604 -0.0453
H 1.5073 -0.8777 0.6879 -1.0724 -0.1215 -0.2603
H 0.9196 -2.2622 0.9387 -1.3074 0.8096 -0.3039
O 0.6042 -1.3287 0.8162 2.4088 -0.1672 0.1805
```
Forces are in eV/Å.

Output
Charge   +1
HOMO energy   -16.07 eV
Orbital gap   11.8 eV
E   -287.1351 hartree

Here are the Löwdin charges for atoms 1 to 2, given in e:
1 C -0.019
2 C 0.124

---

(4)
The following is a quantum chemistry calculation of a 3-piece molecular cluster, C6H13NO4 overall at a distorted geometry, from the Open Molecules 2025 dataset.

Structure (XYZ):
```
24
Properties=species:S:1:pos:R:3:forces:R:3
C 3.2822 0.7595 0.7913 1.4693 -0.6979 -0.1071
C -2.0708 1.7812 -0.9044 -1.7508 -1.4701 -2.2873
C -3.6450 1.7712 0.8762 0.1156 1.0855 -1.3155
C 0.9956 -0.7081 -1.4641 0.6127 1.6787 -1.5623
C 2.6661 -3.0969 0.9739 3.4083 -2.1870 -0.8285
C 1.4940 -1.0989 0.7193 -0.4044 -0.2277 -0.3959
N -3.3610 1.2680 -0.4821 -2.3153 0.2290 1.0737
O 2.4034 1.4571 0.7871 -3.0915 3.1989 0.1136
O 4.2016 0.0864 0.7492 2.0554 -1.6276 0.0165
O 1.5137 -1.5653 -0.5211 1.2403 -1.1459 1.8500
O 2.1292 -1.9335 1.4860 -1.1691 0.6163 0.6560
H -2.0810 1.5739 -2.0355 1.0806 -0.2597 1.6156
H -2.1652 2.8322 -0.8894 1.0286 1.6065 0.6306
H -1.3484 1.2713 -0.2410 0.2384 0.7108 -0.8874
H -3.5776 2.8690 0.9427 0.4020 0.1112 -0.1390
H -4.6534 1.6120 1.1583 -0.9545 -0.8689 0.3639
H -2.9507 1.3770 1.5629 0.6793 -0.6768 1.0057
H 1.0546 0.3467 -1.0047 -1.0459 -1.4942 -1.0315
H 0.0382 -1.2030 -1.7118 0.1056 1.3424 -0.4299
H 1.7315 -0.7122 -2.3406 -1.2664 -0.0835 0.9314
H 2.0158 -3.8451 0.5168 -0.6319 0.7509 -0.3141
H 2.9951 -3.6601 1.9032 0.5111 0.8439 -1.3063
H 3.5169 -2.8191 0.1416 -1.8208 -0.9517 2.3998
H -4.1848 1.6368 -1.0137 1.5034 -0.4830 -0.0521
```
Forces are in eV/Å.

Output
HOMO energy   -8.76 eV
Orbital gap   9.5 eV
E   -591.9971 hartree

Here are the Löwdin charges for atoms 1 to 2, given in e:
1 C -0.518
2 C -0.159

---

(5)
The following is a quantum chemistry calculation of C33H31FN7O3Rh as an isolated structure at a distorted geometry, from the Open Molecules 2025 dataset.

Structure (XYZ):
```
76
Properties=species:S:1:pos:R:3:forces:R:3
Rh -1.4353 -2.5157 1.9310 -0.8027 0.6004 -0.8740
C 2.2285 1.4266 2.5527 -0.0643 -0.1052 0.0455
C 2.6513 0.2851 3.2200 0.1096 0.2166 -0.0781
C 1.7556 -0.7085 3.5549 -0.4903 -0.1303 -0.0613
C 0.4021 -0.5694 3.2066 0.8659 1.3079 -0.1163
C -0.0207 0.6011 2.5564 -0.0479 -0.3670 0.2829
C 0.8860 1.5855 2.2331 0.0947 0.0890 0.0585
N -0.5193 -1.5627 3.4227 -0.4226 -0.5185 0.4772
C -0.6138 -2.2444 4.6012 -0.2698 -0.4276 0.1130
C -0.2087 -1.7512 5.8458 0.0035 -0.1053 0.4652
C -0.4375 -2.4983 6.9905 0.1593 0.2413 -0.2216
C -1.0351 -3.7541 6.9146 0.1037 0.1883 0.0024
C -1.4441 -4.2770 5.6988 -0.0140 0.0668 -0.8536
C -1.2604 -3.5243 4.5416 0.4211 0.0854 1.7222
N -1.6207 -3.8919 3.2866 0.2789 1.6619 -1.7632
N -2.1234 -5.0222 2.9201 -0.6687 -2.0662 0.7459
C -2.4244 -5.1408 1.6272 0.0893 0.3297 -0.4948
C -2.9456 -6.3407 1.1049 0.0863 0.1571 0.2016
C -3.2705 -6.4039 -0.2274 0.1066 0.2909 -0.1260
C -3.0711 -5.2767 -1.0325 -0.0424 -0.1898 0.1115
C -2.5297 -4.1346 -0.4744 -0.0808 0.1431 -0.2166
N -2.2017 -4.0468 0.8108 -0.3265 -0.4328 -0.0543
H 2.9404 2.1951 2.3000 0.0998 0.1160 -0.0156
H 3.6914 0.1765 3.4820 0.1291 -0.0586 0.0291
H 2.0931 -1.6087 4.0431 0.0265 -0.1379 0.0915
H -1.0773 0.7200 2.3678 -0.0829 0.0229 -0.0893
H 0.5454 2.4918 1.7536 -0.0315 0.0709 -0.0441
H 0.2295 -0.7666 5.9076 0.0467 0.0642 0.0208
H -0.1563 -2.0986 7.9508 0.0485 0.0506 0.0929
H -1.1882 -4.3280 7.8146 -0.0287 -0.0511 0.0990
H -1.8964 -5.2544 5.6195 -0.0515 -0.0119 0.0376
H -3.0744 -7.1760 1.7748 -0.0285 -0.0247 0.0454
H -3.6715 -7.3105 -0.6551 -0.0454 -0.0486 0.0207
H -3.3428 -5.2870 -2.0755 0.0346 0.0293 -0.0722
H -2.3637 -3.2487 -1.0740 0.0287 0.0194 0.0403
C -2.8721 3.0684 -3.3917 0.1066 0.1177 0.1684
C -2.3067 3.3902 -2.0118 -0.2705 0.3497 -0.5440
N -1.7885 2.1899 -1.3672 -0.1715 -0.2420 0.4121
C -2.6408 1.4639 -0.6247 0.2095 -0.1076 -0.0268
C -2.3352 0.2854 -0.0020 -0.0387 -0.9084 0.6775
C -3.5008 -0.3590 0.8086 0.4497 1.5752 -2.0765
O -4.6071 0.0080 0.4751 -0.4552 -0.1523 0.3823
O -3.1795 -1.1505 1.7282 1.0286 -1.7560 1.4796
C -1.0405 -0.2910 -0.1422 -0.6093 1.4693 -0.7796
O -0.6338 -1.3832 0.3184 0.0129 -0.9296 0.7306
C -0.1284 0.5016 -0.9628 0.0570 -0.0776 -0.1009
C 1.1665 0.0190 -1.1656 0.1557 0.2753 -0.2127
C 2.0577 0.7119 -1.9378 -0.2600 -0.2691 0.1858
F 3.2739 0.1632 -2.1349 0.0319 0.0607 -0.0789
C 1.7223 1.9321 -2.5511 -0.5363 -0.1925 0.3396
C 0.4284 2.4028 -2.3536 0.1837 -0.0615 -0.0273
C -0.5105 1.7180 -1.5697 0.4200 -0.4663 0.0299
N 2.6235 2.6856 -3.3156 0.2891 0.1503 -0.1596
C 4.0484 2.4489 -3.1908 0.1235 0.2266 0.0720
C 4.8081 3.7125 -3.5895 0.1896 -0.4545 0.8288
N 4.4547 4.0728 -4.9869 0.3336 0.1364 -0.3408
C 2.9910 4.2968 -5.1080 -0.9941 -0.1017 -0.1478
C 2.2600 3.0256 -4.6758 0.0266 0.1130 -0.0760
H -3.2608 3.9719 -3.8526 -0.0299 0.0805 -0.0645
H -3.6890 2.3570 -3.3021 -0.0608 -0.0836 -0.0329
H -2.1109 2.6439 -4.0425 0.0564 -0.0561 -0.0799
H -3.1017 3.7908 -1.3827 0.1533 -0.0328 0.0728
H -1.5262 4.1498 -2.0690 -0.0477 -0.0812 0.1293
H -3.6527 1.8372 -0.5246 0.0108 0.0228 0.0022
H 1.4526 -0.9264 -0.7319 0.0563 -0.0515 0.0595
H 0.1584 3.3335 -2.8209 -0.0360 0.1739 -0.0107
H 4.3922 1.6052 -3.8085 0.0006 0.0116 0.0552
H 4.2911 2.2265 -2.1526 0.0895 0.0225 -0.1300
H 5.8832 3.5425 -3.5119 -0.0721 0.0753 -0.1772
H 4.5320 4.5420 -2.9379 -0.0146 0.0464 -0.1713
H 4.7212 3.2905 -5.6003 0.0361 0.2573 0.0246
H 4.9766 4.9027 -5.2928 -0.0856 -0.2154 0.0142
H 2.7394 4.5507 -6.1402 0.1920 -0.0233 0.0866
H 2.7148 5.1281 -4.4568 0.1840 -0.0366 -0.0487
H 2.5130 2.2075 -5.3727 -0.0587 0.0240 0.0111
H 1.1857 3.1937 -4.7433 0.1099 0.0350 -0.0985
```
Forces are in eV/Å.

Output
<S²>   6.048
Charge   +2
HOMO energy (spin up / spin down)   -11.18 / -12.91 eV
2S+1   5
Orbital gap (spin up / spin down)   6.2 / 5.8 eV
E   -2094.9858 hartree

Here are the Löwdin charges for atoms 1 to 2, given in e:
1 Rh 1.388
2 C -0.065